DFT (ωB97M-V/def2-TZVPD) results for a cluster of 4 separate species, C24H56BrN3O in total.

Geometry as XYZ:
```
85
Properties=species:S:1:pos:R:3:forces:R:3
Br -18.687 -20.743 -15.472 0.149 -0.342 0.072
C -22.421 -13.951 -16.555 -0.750 -0.670 -0.561
C -22.393 -14.160 -15.064 0.080 1.061 0.783
N -21.024 -14.252 -14.429 0.784 -0.822 -0.123
C -20.300 -12.961 -14.548 -0.195 0.230 -0.347
C -21.113 -14.605 -12.974 -0.618 -0.070 0.514
C -22.028 -13.738 -12.121 0.193 -0.785 0.619
C -20.134 -15.307 -15.064 0.095 0.304 -0.968
C -20.740 -16.700 -15.212 -0.486 0.447 -0.585
O -21.165 -16.879 -16.560 0.132 0.087 0.287
C -20.668 -18.065 -17.156 -0.348 -0.252 -0.724
H -22.495 -14.884 -17.106 0.351 -0.158 0.086
H -21.599 -13.378 -16.967 0.024 0.201 0.090
H -23.364 -13.446 -16.778 0.216 0.247 -0.011
H -22.996 -14.983 -14.692 0.108 -0.254 -0.263
H -22.804 -13.264 -14.593 -0.064 -0.118 0.026
H -19.296 -13.081 -14.157 -0.011 0.059 0.223
H -20.865 -12.195 -14.026 0.140 0.047 0.084
H -20.222 -12.694 -15.596 -0.028 0.028 -0.038
H -20.097 -14.584 -12.585 0.067 0.137 -0.063
H -21.445 -15.640 -12.890 -0.039 0.038 -0.271
H -23.080 -13.760 -12.391 0.078 0.262 -0.409
H -21.642 -12.738 -11.954 -0.188 0.150 -0.082
H -22.035 -14.259 -11.156 0.168 0.328 0.048
H -19.175 -15.262 -14.552 -0.158 -0.191 0.356
H -19.925 -14.967 -16.081 -0.099 0.080 0.039
H -21.661 -16.750 -14.625 0.319 -0.461 0.423
H -20.003 -17.458 -14.951 -0.148 -0.100 0.313
H -20.726 -18.928 -16.492 0.274 0.092 0.152
H -19.659 -17.917 -17.550 0.134 -0.132 0.309
H -21.306 -18.292 -18.015 -0.042 0.201 0.065
C -14.326 -21.627 -11.480 0.069 0.553 0.738
C -15.098 -21.595 -12.781 -0.474 -1.168 -0.599
C -16.465 -22.324 -12.701 0.585 0.956 0.349
N -16.494 -23.703 -13.286 -0.897 -0.249 0.385
C -16.255 -23.727 -14.736 0.414 -0.121 -0.928
C -15.611 -24.694 -12.554 -0.055 0.636 0.358
C -16.261 -26.054 -12.745 0.021 -0.148 -0.733
C -17.753 -25.776 -13.064 0.524 0.378 0.529
C -17.870 -24.258 -13.038 -0.819 -0.018 -0.206
H -14.486 -22.546 -10.916 0.046 -0.101 -0.115
H -14.639 -20.816 -10.817 -0.061 -0.066 -0.035
H -13.251 -21.506 -11.603 -0.022 -0.013 -0.199
H -14.507 -22.117 -13.539 0.043 0.276 -0.103
H -15.305 -20.602 -13.169 0.261 0.148 0.115
H -17.248 -21.738 -13.181 -0.040 -0.177 -0.350
H -16.749 -22.429 -11.653 -0.006 -0.166 -0.013
H -16.303 -24.755 -15.095 0.067 -0.051 0.188
H -15.269 -23.331 -14.967 0.012 -0.025 0.096
H -16.997 -23.148 -15.286 -0.107 0.298 0.416
H -14.593 -24.584 -12.920 0.023 -0.138 -0.027
H -15.637 -24.358 -11.518 0.034 -0.167 0.048
H -15.793 -26.542 -13.600 -0.020 -0.163 0.115
H -16.142 -26.715 -11.893 0.149 0.135 0.128
H -18.011 -26.194 -14.032 -0.245 -0.085 0.047
H -18.394 -26.160 -12.277 -0.144 -0.316 -0.245
H -18.584 -23.860 -13.760 0.286 0.162 -0.163
H -18.218 -23.881 -12.078 0.268 -0.147 0.182
C -22.068 -21.592 -18.884 -0.616 0.166 -0.513
C -20.683 -21.929 -18.359 -0.048 -0.101 0.226
C -20.003 -22.833 -19.368 0.026 0.604 -0.616
N -18.741 -23.502 -18.922 0.499 0.085 -0.417
C -18.979 -24.418 -17.783 0.448 -0.228 -0.024
C -17.660 -22.470 -18.566 -0.906 -0.747 -0.405
C -17.148 -21.982 -19.916 0.391 -0.261 0.627
C -17.364 -23.150 -20.908 -0.799 0.374 0.365
C -18.157 -24.199 -20.125 0.061 -0.528 0.156
H -22.528 -20.703 -18.454 0.237 -0.091 0.380
H -22.765 -22.419 -18.733 0.055 -0.004 0.028
H -22.075 -21.382 -19.961 0.226 -0.122 0.051
H -20.753 -22.404 -17.378 -0.036 0.017 -0.024
H -20.088 -21.030 -18.194 -0.026 0.019 -0.048
H -19.726 -22.226 -20.236 0.044 -0.008 0.066
H -20.656 -23.599 -19.790 -0.070 -0.181 0.435
H -18.155 -25.132 -17.756 0.055 0.111 0.079
H -19.887 -24.994 -17.941 -0.198 0.225 0.124
H -18.968 -23.823 -16.871 -0.389 -0.084 0.044
H -16.934 -23.055 -18.003 0.163 0.247 0.064
H -18.170 -21.746 -17.942 0.465 0.249 0.353
H -16.082 -21.784 -19.824 -0.049 0.311 -0.039
H -17.661 -21.057 -20.163 0.058 -0.036 -0.367
H -16.417 -23.567 -21.226 -0.027 -0.012 -0.279
H -17.956 -22.806 -21.753 0.295 -0.086 -0.246
H -17.506 -24.997 -19.768 0.031 0.107 0.152
H -18.977 -24.686 -20.651 0.060 0.108 -0.196
```
Forces are in eV/Å.

As for the HOMO energy: -12.1637 eV. Its total charge is +2. The orbital gap comes out at 8.4 eV. For the energy above the lowest of the compared OMol25 structures with the same formula, charge and spin, the calculation gives 0.0 kJ/mol.

Löwdin population analysis, charges in e, atoms 1 to 8: number 1, Br, carries -0.293; number 2, C, carries -0.042; number 3, C, carries -0.151; number 4, N, carries -0.291; number 5, C, carries 0.021; number 6, C, carries -0.175; number 7, C, carries -0.050; number 8, C, carries -0.075